Entry 1:
Computed, not measured: the molecule C6H6N4O at a distorted geometry, with ωB97M-V/def2-TZVPD.

Each line ends with the natural charge from an NBO analysis.
Element x y z (Å)
1 C -0.01 -0.83 2.80  -0.642
2 C -0.08 -0.23 1.39  0.268
3 C -0.70 0.98 1.13  -0.380
4 C -0.77 1.51 -0.22  0.604
5 O -1.38 2.54 -0.42  -0.589
6 N -0.16 0.77 -1.22  -0.260
7 N -0.06 1.00 -2.60  -0.215
8 C 0.51 -0.07 -3.13  0.186
9 N 0.72 -1.01 -2.11  -0.565
10 C 0.33 -0.49 -0.91  0.568
11 N 0.39 -0.97 0.31  -0.564
12 H -0.59 -1.73 2.80  0.231
13 H -0.37 -0.11 3.54  0.222
14 H 1.03 -1.09 3.04  0.229
15 H -1.17 1.60 1.89  0.239
16 H 0.83 -0.16 -4.15  0.233
17 H 1.47 -1.71 -2.14  0.435

As for the LUMO energy: 0.5 eV. As for the total energy: -526.49595 hartree. The calculation puts the HOMO-LUMO gap at 8.957 eV.


Entry 2:
Computed, not measured: the molecule C6H6N4O at a distorted geometry, with ωB97M-V/def2-TZVPD.

Each line ends with the natural charge from an NBO analysis.
Element x y z (Å)
1 C 3.28 -0.69 0.05  -0.647
2 C 1.84 -0.26 -0.08  0.195
3 C 1.44 1.03 -0.05  -0.356
4 C -0.08 1.49 0.01  0.692
5 O -0.47 2.61 0.00  -0.517
6 N -0.78 0.32 -0.02  -0.312
7 N -2.25 0.45 0.05  -0.273
8 C -2.58 -0.79 -0.04  0.180
9 N -1.58 -1.80 -0.03  -0.524
10 C -0.53 -0.97 0.11  0.541
11 N 0.75 -1.23 -0.10  -0.561
12 H 3.72 0.33 -0.31  0.259
13 H 3.20 -1.56 -0.52  0.219
14 H 3.84 -1.02 1.19  0.243
15 H 2.23 1.83 0.06  0.228
16 H -3.66 -1.17 0.23  0.214
17 H 1.11 -2.31 -0.01  0.421

As for the LUMO energy: 0.3 eV. As for the total energy: -526.40369 hartree. The calculation puts the HOMO-LUMO gap at 9.491 eV.


Entry 3:
Computed, not measured: a structure of composition C6H6N4O at a distorted geometry, with ωB97M-V/def2-TZVPD.

Each line ends with the natural charge from an NBO analysis.
Element x y z (Å)
1 C 0.58 2.76 0.20  -0.648
2 C 0.71 1.31 0.10  0.256
3 C 1.82 0.59 -0.06  -0.335
4 C 1.80 -0.84 -0.10  0.596
5 C -0.62 -0.78 0.18  0.508
6 C -2.51 -0.48 -0.17  0.351
7 H 1.40 3.29 0.20  0.236
8 H 0.07 3.33 -0.54  0.243
9 H -0.05 2.87 0.92  0.221
10 H 2.69 1.13 -0.20  0.228
11 H -1.82 -1.17 1.65  0.431
12 H -1.49 0.82 0.44  0.407
13 N 0.50 -1.51 0.09  -0.489
14 N -1.86 -1.40 0.45  -0.559
15 N -3.06 0.41 -0.70  -0.315
16 N -0.45 0.56 0.01  -0.568
17 O 2.82 -1.50 -0.29  -0.563

As for the LUMO energy: -0.8 eV. As for the total energy: -526.32529 hartree. The calculation puts the HOMO-LUMO gap at 8.495 eV.


Entry 4:
Computed, not measured: the ion C6H6NO with charge +1 at a distorted geometry, with ωB97M-V/def2-TZVPD.

Each line ends with the natural charge from an NBO analysis.
Element x y z (Å)
1 C -2.35 -0.51 -0.70  0.082
2 C -2.77 0.75 0.00  0.369
3 C -0.50 -0.90 0.74  -0.095
4 C 0.52 -0.13 0.55  0.399
5 C 2.77 -0.03 -0.37  -0.043
6 C 1.62 0.45 0.04  -0.426
7 N -1.42 -1.17 -0.19  -0.335
8 O -2.04 1.41 0.66  -0.448
9 H -2.83 -1.02 -1.60  0.246
10 H -3.89 0.79 0.11  0.151
11 H -0.65 -1.55 1.71  0.323
12 H 3.63 0.43 -0.87  0.244
13 H 3.23 -1.05 -0.25  0.235
14 H 1.47 1.64 -0.01  0.297

As for the LUMO energy (spin up / spin down): -6.9 / -6.9 eV. As for the total energy: -361.74852 hartree. As for the total charge: +1. The calculation puts the HOMO-LUMO gap (spin up / spin down) at 6.532 / 6.528 eV.


Entry 5:
Computed, not measured: the ion C6H6NO4PS with charge -2 at a distorted geometry, with ωB97M-V/def2-TZVPD.

Each line ends with the natural charge from an NBO analysis.
Element x y z (Å)
1 O -2.72 2.44 -0.18  -0.663
2 C -2.27 1.32 0.00  0.658
3 C -2.54 0.04 0.83  -0.498
4 C -1.12 -0.41 0.49  -0.208
5 S -0.90 -1.99 -0.37  0.006
6 C 0.93 -1.55 -0.98  -0.544
7 C 1.36 -0.12 -0.99  -0.328
8 P 2.74 0.17 0.22  2.346
9 O 3.23 1.56 0.28  -1.225
10 O 1.90 -0.28 1.44  -1.210
11 O 3.79 -0.87 -0.19  -1.253
12 C 0.17 1.32 -0.91  -0.007
13 N -1.01 0.83 -0.31  -0.453
14 H -2.82 0.22 1.89  0.203
15 H -3.32 -0.50 0.50  0.201
16 H -0.26 -0.40 1.25  0.311
17 H 0.97 -2.05 -1.95  0.198
18 H 1.60 -2.09 -0.26  0.284
19 H 0.26 2.33 -0.75  0.181

As for the LUMO energy (spin up / spin down): 5.1 / 5.1 eV. As for the total energy: -1327.40243 hartree. As for the total charge: -2. The calculation puts the HOMO-LUMO gap (spin up / spin down) at 5.159 / 5.229 eV.


Entry 6:
Computed, not measured: the molecule C6H6O, with ωB97M-V/def2-TZVPD.

Each line ends with the natural charge from an NBO analysis.
Element x y z (Å)
1 O 0.61 2.52 1.53  -0.665
2 C -0.52 1.82 1.21  0.081
3 C -0.60 0.51 1.20  -0.025
4 C -0.48 -0.77 0.94  -0.279
5 C 0.02 -1.14 -0.37  -0.007
6 C 0.51 -1.96 -1.24  -0.177
7 C 0.17 -0.58 -1.75  -0.424
8 H 1.34 1.89 1.57  0.481
9 H -1.37 2.45 0.99  0.203
10 H -0.75 -1.53 1.68  0.232
11 H 0.87 -2.95 -1.45  0.223
12 H 0.95 0.13 -2.01  0.179
13 H -0.76 -0.41 -2.31  0.178

As for the LUMO energy: 0.6 eV. As for the total energy: -307.30386 hartree. The calculation puts the HOMO-LUMO gap at 9.415 eV.


Entry 7:
Computed, not measured: the molecule C6H6O at a distorted geometry, with ωB97M-V/def2-TZVPD.

Each line ends with the natural charge from an NBO analysis.
Element x y z (Å)
1 C -2.22 1.41 -0.85  -0.237
2 C -1.49 0.45 -0.80  -0.019
3 C -0.62 -0.70 -0.63  -0.499
4 C 0.35 -0.49 0.54  0.057
5 O -0.24 0.01 1.70  -0.685
6 C 1.59 0.24 0.16  -0.072
7 C 2.78 0.11 0.14  -0.188
8 H -2.90 2.23 -0.93  0.240
9 H -1.21 -1.59 -0.41  0.243
10 H -0.04 -0.90 -1.54  0.247
11 H 0.76 -1.47 0.81  0.204
12 H -0.54 0.91 1.51  0.476
13 H 3.78 -0.22 0.29  0.234

As for the LUMO energy: 0.7 eV. As for the total energy: -307.29932 hartree. The calculation puts the HOMO-LUMO gap at 10.790 eV.


Entry 8:
Computed, not measured: the molecule C6H6O, with ωB97M-V/def2-TZVPD.

Each line ends with the natural charge from an NBO analysis.
Element x y z (Å)
1 C -0.64 1.62 -1.74  -0.255
2 C 0.15 1.16 -0.96  0.015
3 C 1.06 0.49 -0.03  -0.495
4 C 0.37 -0.37 1.09  0.041
5 O 1.25 -1.37 1.56  -0.692
6 C -0.91 -0.85 0.56  -0.055
7 C -1.92 -0.93 -0.09  -0.199
8 H -1.37 2.01 -2.42  0.238
9 H 1.70 -0.20 -0.60  0.238
10 H 1.72 1.22 0.45  0.243
11 H 0.18 0.27 1.96  0.209
12 H 1.20 -2.12 0.95  0.472
13 H -2.77 -0.92 -0.73  0.239

As for the LUMO energy: 0.9 eV. As for the total energy: -307.31185 hartree. The calculation puts the HOMO-LUMO gap at 10.719 eV.